Record 1
Density functional theory data (ωB97M-V/def2-TZVPD) for an isolated ion of composition C11H18N and charge +1.

```
30
Properties=species:S:1:pos:R:3:mulliken_charge:R:1
C 2.675 -1.145 -0.486 -0.861
N 1.508 -0.370 -0.318 -0.097
C 0.488 -0.636 -1.471 -1.450
C -0.884 -0.033 -0.956 1.525
C -2.152 -0.600 -1.625 -1.657
C -0.804 1.430 -1.332 -1.605
C -0.820 -0.330 0.548 0.405
C -1.539 0.598 1.483 -0.500
C -0.959 1.145 2.569 -0.623
C 0.447 0.957 2.809 -0.480
C 1.211 0.160 2.030 -0.734
C 0.624 -0.649 0.933 0.189
H 2.388 -2.176 -0.210 0.348
H 3.060 -1.089 -1.491 0.376
H 3.526 -0.809 0.134 0.322
H 1.576 0.690 -0.359 0.516
H 0.523 -1.749 -1.764 0.382
H 0.841 -0.314 -2.401 0.569
H -3.068 -0.221 -1.120 0.366
H -2.165 -1.635 -1.876 0.444
H -2.359 -0.047 -2.625 0.389
H -1.741 1.947 -1.173 0.458
H -0.610 1.720 -2.540 0.314
H 0.031 1.969 -0.897 0.356
H -1.480 -1.285 0.648 0.285
H -2.636 0.822 1.338 0.330
H -1.436 1.926 3.273 0.292
H 0.762 1.419 3.670 0.509
H 2.352 0.037 2.159 0.231
H 0.640 -1.731 1.050 0.401
```

Results
Kohn-Sham gap = 0.3333 Ha
HOMO = -12.2 eV
total charge = +1
SMILES string = C[N@H+]1CC(C)(C)[C@@H]2C=CC=C[C@@H]21
2S+1 = 1
E_LUMO = -3.17 eV

Record 2
Density functional theory data (ωB97M-V/def2-TZVPD) for C11H18N2O2S as an isolated structure.

```
34
Properties=species:S:1:pos:R:3:mulliken_charge:R:1
C -0.517 -3.599 0.155 -1.242
C 0.169 -2.368 -0.599 -0.394
C 1.105 -1.516 0.329 -1.056
H 1.869 -2.276 0.517 0.392
H 0.471 -1.645 1.166 0.317
C 1.399 -0.339 -0.112 -0.156
C 2.603 0.036 0.796 -2.022
H 3.384 -0.636 0.517 0.446
H 2.373 0.428 1.560 0.845
H 3.222 0.974 0.171 0.222
H 1.673 -0.162 -1.199 0.647
C 0.221 0.929 -0.228 2.039
C -0.318 0.636 1.117 -0.344
O 0.233 1.134 2.312 -0.678
N -1.712 0.515 1.105 0.047
C -2.499 0.365 0.217 0.535
N -1.930 0.266 -1.042 -0.564
C -0.642 0.528 -1.239 -0.219
O -0.070 0.651 -2.507 -0.703
S -4.177 0.194 0.432 -0.313
H -4.450 0.048 -1.076 0.243
H -2.279 0.601 2.292 0.445
C 0.886 2.373 -0.285 -1.254
C -0.274 3.360 -0.263 -1.348
H 0.231 4.460 -0.836 0.276
H -0.796 3.126 -1.281 0.275
H -0.786 3.164 0.479 0.587
H 1.585 2.673 0.460 0.384
H 1.386 2.217 -1.159 0.712
H 0.608 -2.684 -1.417 0.726
H -0.794 -1.610 -0.974 0.147
H -1.241 -4.167 -0.748 0.266
H -1.134 -3.280 0.959 0.389
H 0.201 -4.396 0.381 0.352
```

Results
Kohn-Sham gap = 0.2971 Ha
HOMO = -9.2 eV
2S+1 = 1
E_LUMO = -1.17 eV

Record 3
Density functional theory data (ωB97M-V/def2-TZVPD) for an isolated ion of composition C11H18N3O5S and charge -1.

```
38
Properties=species:S:1:pos:R:3:mulliken_charge:R:1
C 2.737 2.342 -3.084 -1.145
N 2.603 1.342 -2.046 0.016
C 2.005 1.640 -0.890 0.151
O 1.772 2.806 -0.577 -0.751
C 1.804 0.445 0.015 0.170
C 3.055 0.352 0.894 -1.078
C 4.282 -0.284 0.295 -0.872
C 3.916 -1.489 -0.651 0.367
O 3.847 -2.585 -0.103 -0.742
O 3.796 -1.206 -1.821 -0.764
N 0.652 0.669 0.908 -0.163
C -0.610 0.480 0.579 0.282
O -0.859 0.164 -0.565 -0.664
C -1.702 0.938 1.668 0.436
C -2.352 2.340 1.288 -0.967
S -3.312 2.403 -0.339 -0.232
N -1.197 0.826 3.010 -0.091
C -2.016 0.691 4.174 0.646
C -1.440 0.296 5.501 -0.997
O -3.241 0.757 4.107 -0.597
H 3.694 2.315 -3.449 0.416
H 2.019 2.211 -3.875 0.301
H 2.621 3.422 -2.709 0.316
H 3.094 0.425 -2.079 0.360
H 1.647 -0.512 -0.493 0.617
H 2.701 -0.332 1.631 0.561
H 3.414 1.319 1.332 0.233
H 4.960 -0.584 1.095 0.464
H 4.747 0.573 -0.218 0.402
H 0.797 0.997 1.835 0.164
H -2.497 0.165 1.543 0.323
H -3.101 2.591 2.023 0.396
H -1.511 3.023 1.314 0.386
H -2.339 2.016 -1.161 0.141
H -0.261 0.619 3.101 0.105
H -1.382 1.223 6.250 0.208
H -0.378 -0.047 5.441 0.288
H -1.946 -0.481 6.066 0.316
```

Results
Kohn-Sham gap = 0.2771 Ha
HOMO = -5.0 eV
total charge = -1
SMILES string = CNC(=O)[C@@H](CCC(=O)[O-])NC(=O)[C@H](CS)NC(C)=O
2S+1 = 1
E_LUMO = 2.50 eV

Record 4
Density functional theory data (ωB97M-V/def2-TZVPD) for C11H18N9O2RuSSe as an isolated structure.

```
43
Properties=species:S:1:pos:R:3:lowdin_spin:R:1
Ru -0.857 -0.223 -0.856 2.350
C -2.211 3.496 4.597 0.000
C -1.328 3.167 3.410 0.000
N -1.994 2.194 2.548 0.004
C -1.419 1.642 1.480 0.012
S -2.464 0.567 0.523 0.179
N -0.178 1.941 1.196 0.008
N 0.270 1.277 0.092 0.015
C 1.433 1.553 -0.388 0.049
C 2.363 2.553 0.206 0.007
C 1.817 0.798 -1.602 0.009
C 3.050 0.959 -2.209 0.006
C 3.346 0.228 -3.350 0.010
C 2.399 -0.641 -3.863 0.006
C 1.183 -0.750 -3.212 0.027
N 0.900 -0.057 -2.110 0.038
H -1.718 4.228 5.234 0.000
H -2.412 2.607 5.195 0.000
H -3.162 3.924 4.275 0.000
H -0.377 2.740 3.731 0.000
H -1.102 4.063 2.827 0.000
H -2.969 2.000 2.708 0.000
H 1.899 3.027 1.063 0.000
H 2.628 3.315 -0.529 0.003
H 3.283 2.059 0.524 0.002
H 3.771 1.645 -1.791 0.000
H 4.307 0.341 -3.833 0.000
H 2.586 -1.222 -4.753 0.001
H 0.401 -1.404 -3.575 0.018
N -2.895 -2.775 0.106 0.015
N -2.146 -3.715 -0.595 0.006
C -0.803 -3.668 -0.624 0.011
N -0.182 -4.774 -1.032 0.004
N -0.223 -2.498 -0.308 0.074
N 1.126 -2.483 -0.018 0.005
O 1.845 -3.459 -0.171 0.007
O 1.531 -1.409 0.384 0.018
H -3.384 -3.223 0.871 0.001
H -3.549 -2.319 -0.518 0.017
H -2.600 -4.509 -1.020 0.000
H -0.681 -5.647 -1.062 0.000
H 0.826 -4.780 -1.010 0.000
Se -2.311 -0.765 -2.541 1.096
```

Results
Kohn-Sham gap (alpha / beta) = 0.2819 / 0.2570 Ha
HOMO (alpha / beta) = -11.1 / -11.3 eV
total charge = +1
2S+1 = 5
<S²> = 6.0288
E_LUMO (alpha / beta) = -3.39 / -4.30 eV

Record 5
Density functional theory data (ωB97M-V/def2-TZVPD) for a 2-piece molecular cluster, C11H18O overall.

```
30
Properties=species:S:1:pos:R:3:lowdin_spin:R:1
C -0.351 0.177 0.032 0.041
C -0.159 1.335 -0.606 0.223
C 0.269 -0.762 0.893 0.473
C -0.771 -1.284 -0.056 0.055
C 2.370 -1.438 0.464 0.508
C -1.141 1.702 -1.799 0.022
C 0.540 2.472 -0.006 0.040
C -2.141 -1.648 0.446 0.016
C -0.474 -1.992 -1.351 0.017
C 2.907 -0.017 0.167 0.135
C 0.308 -0.874 2.356 0.067
O 3.116 -2.404 0.371 0.320
H -1.007 0.934 -2.603 0.005
H -2.094 1.778 -1.426 0.007
H -0.857 2.772 -2.187 0.000
H -0.224 3.259 0.210 0.014
H 1.058 2.328 0.948 0.000
H 1.281 2.860 -0.576 0.006
H -2.056 -2.494 1.007 0.001
H -2.758 -1.734 -0.448 0.003
H -2.537 -0.964 1.108 0.000
H -1.090 -1.389 -2.116 -0.001
H -0.979 -2.970 -1.500 0.002
H 0.573 -1.960 -1.687 0.001
H 2.240 0.697 -0.346 0.004
H 3.882 -0.188 -0.398 0.012
H 3.180 0.487 1.184 0.001
H -0.480 -0.421 2.767 0.015
H 1.129 -0.350 2.728 0.010
H 0.385 -1.891 2.562 0.002
```

Results
Kohn-Sham gap (alpha / beta) = 0.2448 / 0.2741 Ha
HOMO (alpha / beta) = -5.9 / -8.8 eV
2S+1 = 3
<S²> = 2.0252
E_LUMO (alpha / beta) = 0.79 / -1.34 eV

Record 6
Density functional theory data (ωB97M-V/def2-TZVPD) for one molecule with the formula C11H18OS.

```
31
Properties=species:S:1:pos:R:3:lowdin_spin:R:1
C -0.380 -0.694 1.770 0.138
C -0.738 -1.781 1.067 0.051
C 0.270 0.590 1.388 0.036
C -0.457 -1.699 -0.347 0.221
C 2.658 -1.650 1.402 0.722
C 0.096 1.300 0.333 0.014
C 0.663 -1.263 -0.877 0.116
C -2.648 -0.824 -1.419 0.013
C -0.349 3.736 -0.179 0.000
C -1.610 -2.040 -1.333 0.029
C 0.725 2.635 0.128 0.002
O 2.815 0.330 -0.307 0.026
S 2.239 -0.984 -0.068 0.357
H -0.554 -0.768 2.864 0.010
H -1.183 -2.629 1.548 0.004
H 1.147 0.833 2.042 0.005
H 3.032 -0.999 2.244 0.043
H 2.027 -2.415 1.460 0.042
H -0.645 1.195 -0.410 0.001
H 0.783 -1.291 -1.906 0.007
H -2.309 -0.159 -2.186 0.001
H -2.554 -0.364 -0.495 0.001
H -3.635 -1.311 -1.649 0.001
H 0.027 4.694 -0.446 0.000
H -1.098 3.744 0.637 0.000
H -0.912 3.213 -1.012 0.000
H -1.240 -2.311 -2.323 0.001
H -2.007 -2.950 -1.054 0.006
H 1.349 2.926 0.939 0.000
H 1.554 2.594 -0.611 0.001
H 2.935 -1.658 -1.201 0.155
```

Results
Kohn-Sham gap (alpha / beta) = 0.1894 / 0.2123 Ha
HOMO (alpha / beta) = -4.8 / -8.2 eV
2S+1 = 3
<S²> = 2.0235
E_LUMO (alpha / beta) = 0.31 / -2.43 eV

Looking at calculated total energy for the records above, in order, we have -13180.3660, -29596.9893, -37244.5079, -107959.5708, -13738.7819, -24571.4979 eV.
Looking at relative energy (zero: lowest compared OMol25 entry of this formula, charge and spin) for the records above, in order, we have 2.344, 12.914, 1.501, 0.000, 3.984, 4.159 eV.